A 11-piece molecular cluster, C35H70O13 overall in a non-equilibrium geometry. Source: OMol25; level of theory: ωB97M-V/def2-TZVPD.

```
! RIJCOSX wB97M-V def2-TZVPD def2/J DEFGRID3
* xyz 0 1
O -0.0170 1.7647 0.5550
C 0.5880 0.7577 0.5100
O 0.2580 -0.4073 0.0890
C -0.9650 -0.6743 -0.5660
C -1.1230 -2.0223 -1.1850
C 2.0000 0.7667 1.0580
H -1.0320 0.0447 -1.2940
H -1.9030 -0.4193 0.1100
H -1.9840 -2.1183 -1.7640
H -1.0310 -2.9033 -0.4920
H -0.3680 -2.3913 -1.8360
H 1.8850 0.0827 1.7720
H 2.2440 1.6567 1.5680
H 2.7780 0.1757 0.4360
O 2.0920 7.8647 -0.8920
C 2.5730 7.9877 0.1510
O 2.9110 6.8917 0.8590
C 2.8030 5.5927 0.3320
C 3.4700 4.6957 1.4540
C 2.8270 9.2807 0.8520
H 3.5360 5.3197 -0.5150
H 1.8090 5.3937 0.0770
H 3.0440 4.9447 2.4650
H 4.4530 4.8727 1.5620
H 3.2890 3.6347 1.2040
H 3.7600 9.3647 1.5300
H 2.1280 9.6777 1.4410
H 3.1320 10.0017 0.1240
C 7.0470 2.2527 -2.5390
C 5.9480 2.1047 -1.4840
O 5.3150 3.1847 -1.0120
C 5.5430 0.7137 -0.9640
H 6.7940 1.6007 -3.3120
H 8.1120 1.9557 -2.1710
H 6.9700 3.2117 -3.0690
H 4.6730 0.2267 -1.3730
H 5.3410 0.7217 -0.0300
H 6.4610 0.1477 -0.8520
C -4.8140 -3.9043 -2.5350
C -5.3490 -2.7313 -3.2930
O -4.6090 -1.4463 -3.1480
C -6.5160 -2.7713 -4.0880
H -4.3640 -4.4183 -3.3420
H -5.3440 -4.6143 -1.8050
H -3.8000 -3.6233 -2.0190
H -6.4700 -1.9083 -4.6970
H -7.4100 -3.0133 -3.6340
H -6.2530 -3.6103 -4.9370
C -0.0940 -2.4243 -5.4100
C -0.2570 -3.6843 -4.6390
O 0.7730 -4.3613 -4.4050
C -1.7180 -4.1063 -4.3490
H 0.7410 -2.4833 -6.2580
H 0.0440 -1.4363 -4.7800
H -1.1940 -2.3723 -5.9380
H -1.7620 -4.0533 -3.3650
H -2.0950 -5.2073 -4.4570
H -2.3850 -3.5833 -4.6220
C 2.3640 -3.5483 -0.7380
C 3.8690 -3.6423 -0.3760
O 4.6400 -2.6293 -0.3780
C 4.4030 -5.0723 0.0420
H 1.7970 -2.5233 -0.6160
H 1.8630 -4.2373 -0.2440
H 2.3700 -3.7573 -1.6300
H 3.5600 -5.7353 -0.0880
H 4.4750 -5.2383 1.1160
H 5.4300 -5.2213 -0.6660
C -0.0350 3.2027 -2.6790
C 0.9080 2.1187 -2.8910
O 0.4480 0.9527 -3.3540
C 2.4350 2.4227 -2.7950
H -0.2340 3.1637 -1.6310
H -1.1590 3.0177 -3.0210
H 0.2650 4.2987 -3.1710
H 2.5190 3.2047 -2.0510
H 2.7570 2.5377 -3.6690
H 3.0240 1.4817 -2.4740
C -3.7640 1.6747 1.0900
C -3.7160 3.1877 1.0120
O -4.5570 3.8427 1.8810
C -2.9470 3.8747 -0.0310
H -4.4520 1.3197 1.9470
H -2.6930 1.2757 1.3920
H -4.2310 1.0937 0.3140
H -1.9410 3.5247 0.1630
H -3.0820 5.0047 -0.0090
H -3.3800 3.6607 -1.1210
C 2.6020 1.6317 5.2160
C 1.8090 0.5487 5.9390
O 1.0120 -0.1983 5.2190
C 2.0810 0.4747 7.4210
H 2.1330 1.6477 4.3580
H 3.5540 1.3887 4.9740
H 2.5450 2.7447 5.7390
H 3.2440 0.7287 7.8150
H 1.8490 -0.4793 7.8570
H 1.4070 1.2347 8.0910
C -2.1200 0.2547 3.9470
C -3.1560 -0.8643 3.5530
O -3.2880 -1.2503 2.2900
C -3.8810 -1.5213 4.6660
H -2.4230 1.0507 4.0930
H -1.6540 0.4937 3.0550
H -1.6090 0.0587 4.7680
H -3.3160 -1.6543 5.4830
H -4.4610 -2.4523 4.4730
H -4.6920 -1.0023 4.9900
C -5.6320 -6.0943 0.6570
C -4.2080 -5.7923 0.4490
O -3.5340 -6.2463 -0.6370
C -3.5470 -5.0353 1.5590
H -5.8470 -6.4373 1.5620
H -6.0130 -7.1083 0.3670
H -6.3970 -5.3503 0.1940
H -2.7370 -4.1133 1.2890
H -2.9690 -5.7493 2.0830
H -4.1680 -4.3623 2.1230
*
```

Values from the calculation:
- Energy relative to the best compared isomer or geometry (same formula, charge and spin): 161.3 kcal/mol
- Kohn-Sham gap: 0.3433 Ha
- SMILES: CCOC(C)=O.CCOC(C)=O.CC(C)=O.CC(C)=O.CC(C)=O.CC(C)=O.CC(C)=O.CC(C)=O.CC(C)=O.CC(C)=O.CC(C)=O
- Highest occupied orbital energy: -9.144 eV
- F_max: 0.30199 hartree/bohr